52
Properties=species:S:1:pos:R:3 method="wB97M-V/def2-TZVPD" smiles="C=CCn1c(SCC(=O)N2CCN(c3ccccc3)CC2)nnc1-c1ccco1" homo_lumo_gap_ev=7.841 e_above_lowest_kcal_mol=45.9
C -1.7686 3.8688 1.3423
C -1.9371 4.3584 0.1294
C -1.3750 3.7835 -1.1432
N -0.4742 2.6821 -0.9532
C -0.7619 1.3574 -1.1175
N 0.3046 0.6281 -0.9484
N 1.3136 1.4433 -0.6535
C 0.8604 2.6779 -0.6490
C 1.6671 3.8348 -0.3736
C 1.3502 5.1253 -0.0191
C 2.5799 5.7975 0.1418
C 3.5476 4.8750 -0.1248
O 3.0074 3.6934 -0.4331
H 4.6175 4.9418 -0.1274
H 2.7201 6.8219 0.4187
H 0.3755 5.5352 0.1447
S -2.3614 0.7400 -1.4642
C -2.8774 0.4174 0.2693
H -3.6861 -0.3090 0.2222
H -3.2460 1.3557 0.6861
C -1.7025 -0.0453 1.1187
O -1.2251 0.7272 1.9352
N -1.2545 -1.2973 0.9512
C -1.6663 -2.2484 -0.0566
H -2.4797 -1.8584 -0.6636
C -0.4580 -2.5702 -0.9565
N 0.6487 -3.0824 -0.1855
C 0.7392 -4.4318 0.1233
C -0.2291 -5.3644 -0.2662
C -0.0726 -6.7116 0.0012
C 1.0447 -7.1783 0.6684
C 2.0182 -6.2701 1.0511
C 1.8738 -4.9256 0.7812
H 2.6672 -4.2524 1.0665
H 2.9070 -6.6144 1.5604
H 1.1591 -8.2301 0.8816
H -0.8433 -7.4022 -0.3112
H -1.1238 -5.0510 -0.7812
C 1.0605 -2.0813 0.7764
H 1.9053 -2.4255 1.3674
C -0.1075 -1.7483 1.7173
H 0.1679 -0.9521 2.4091
H -0.3943 -2.6445 2.2808
H 1.3494 -1.1793 0.2306
H -0.7379 -3.2718 -1.7410
H -0.1239 -1.6373 -1.4220
H -2.0036 -3.1602 0.4521
H -2.2035 3.4232 -1.7669
H -0.8484 4.5669 -1.7009
H -2.5326 5.2468 -0.0393
H -2.2183 4.3417 2.1982
H -1.1973 2.9778 1.5459

***

54
Properties=species:S:1:pos:R:3 method="wB97M-V/def2-TZVPD" smiles="C=CCn1c(COc2cccc(C)c2)nnc1SCC(=O)NC(=O)NCc1ccco1" homo_lumo_gap_ev=9.224 e_above_lowest_kcal_mol=45.7
C 1.3337 1.6825 0.1110
C 0.4153 1.8623 1.0406
C -0.8345 1.0405 1.2164
N -0.8664 -0.0990 0.3428
C -0.2253 -1.2848 0.5219
N -0.3460 -2.0384 -0.5446
N -1.0745 -1.3543 -1.4395
C -1.3765 -0.1983 -0.9236
C -2.1491 0.8844 -1.5940
O -3.2132 1.3712 -0.8060
C -4.3030 0.5607 -0.5954
C -5.3235 1.1312 0.1631
C -6.4775 0.4252 0.4495
C -6.6044 -0.8748 -0.0325
C -5.5931 -1.4416 -0.7809
C -4.4350 -0.7358 -1.0699
H -3.6576 -1.2071 -1.6491
H -5.6956 -2.4512 -1.1498
H -7.4999 -1.4384 0.1836
C -7.5801 1.0437 1.2539
H -7.2819 2.0122 1.6462
H -8.4654 1.1795 0.6335
H -7.8541 0.3964 2.0853
H -5.1913 2.1428 0.5164
H -2.4947 0.5156 -2.5660
H -1.4976 1.7510 -1.7531
S 0.6214 -1.7056 1.9806
C 1.5361 -3.1632 1.3613
C 2.7586 -2.6484 0.6256
O 3.8535 -2.6089 1.1490
N 2.4851 -2.1937 -0.6248
C 3.2561 -1.2834 -1.3905
O 2.7202 -0.6676 -2.2823
N 4.5489 -1.2057 -1.0405
H 4.8376 -1.6894 -0.1948
C 5.4100 -0.1691 -1.5758
C 5.7682 0.8288 -0.5240
C 6.9329 1.0519 0.1502
C 6.6675 2.0984 1.0669
C 5.3610 2.4262 0.8859
O 4.8087 1.6660 -0.0730
H 4.7329 3.1549 1.3591
H 7.3540 2.5379 1.7605
H 7.8627 0.5406 0.0085
H 6.3245 -0.6211 -1.9691
H 4.8544 0.3093 -2.3881
H 1.5221 -2.2881 -0.9609
H 0.8593 -3.7320 0.7274
H 1.8368 -3.7263 2.2429
H -1.7172 1.6556 1.0128
H -0.8937 0.6830 2.2507
H 0.5091 2.6547 1.7700
H 2.2055 2.3090 0.0523
H 1.2748 0.9105 -0.6394

***

48
Properties=species:S:1:pos:R:3 method="wB97M-V/def2-TZVPD" smiles=Cc1c(COc2ccc(CNCCO)s2)cccc1-c1ccccc1 homo_lumo_gap_ev=8.895 e_above_lowest_kcal_mol=78.7
O -1.1163 -1.2513 -0.4480
O 7.1033 -4.0975 -3.2421
S 0.9275 -2.7896 -1.3274
C -0.2671 -1.4867 -1.5476
C -0.4627 -1.1827 -2.9077
C 0.5061 -1.9096 -3.7897
C 1.2527 -2.8371 -3.0926
C -3.0462 3.9024 5.9176
C -2.8210 2.5095 5.7043
C -2.8236 4.8423 4.9143
C -0.2998 2.8498 0.3572
C -2.4750 2.0706 4.4986
C -2.4458 4.3394 3.6873
C -0.8556 3.1717 1.5832
C -0.8976 1.8517 -0.3085
C -2.2475 2.9336 3.4926
C -1.8476 2.4154 2.1806
C -2.3722 1.2946 1.4204
C -1.8110 0.9387 0.2062
N 3.5594 -3.0738 -3.3975
C -3.5582 0.4884 2.0327
C -2.2186 -0.3105 -0.5369
C 2.2736 -3.6709 -3.7634
C 6.0331 -3.1597 -3.3843
C 4.7666 -3.9071 -3.5712
H 8.0074 -3.7200 -3.3393
H -1.2246 -0.4258 -3.1375
H 0.6073 -1.7679 -4.8708
H -3.4811 4.2631 6.8499
H -3.0902 1.8412 6.5277
H -3.2133 5.8829 5.1144
H 0.4683 3.3723 -0.1089
H -2.4798 0.9771 4.3695
H -2.3059 4.9948 2.8739
H -0.3076 3.9729 2.1367
H -0.4921 1.6537 -1.3575
H 3.5304 -2.5253 -2.5451
H -3.0944 -0.3767 2.5251
H -4.3094 0.2401 1.2967
H -4.0495 1.0627 2.7471
H -3.1400 -0.6672 -0.1660
H -2.5277 0.0126 -1.5652
H 2.1414 -3.7826 -4.8708
H 2.3147 -4.6025 -3.2721
H 6.2208 -2.5258 -4.1987
H 6.0620 -2.6700 -2.3868
H 4.7367 -4.6495 -2.7942
H 4.7701 -4.4918 -4.5066

***

53
Properties=species:S:1:pos:R:3 method="wB97M-V/def2-TZVPD" homo_lumo_gap_ev=6.901 e_above_lowest_kcal_mol=10.8
Au 0.2459 -0.7312 0.1444
C -0.9268 -2.3368 4.2860
C -0.9655 -1.8864 2.8446
S 0.4586 -0.9446 2.4006
C -1.9483 -2.1667 1.9895
C -3.0878 -3.0962 2.3037
S -1.9966 -1.4759 0.3675
H -0.1825 -1.7628 4.8399
H -0.6578 -3.3919 4.3734
H -1.8938 -2.1854 4.7663
H -3.2295 -3.2351 3.3748
H -2.8880 -4.0745 1.8593
H -4.0204 -2.7314 1.8696
C -0.9728 1.9448 5.9846
C -1.1296 2.0541 4.4916
C -2.2309 1.5007 3.8447
C -2.3471 1.5529 2.4650
C -1.3524 2.1768 1.7306
C -0.2597 2.7584 2.3484
C -0.1579 2.6961 3.7280
S -1.4595 2.1805 -0.0493
C -2.5795 3.5818 -0.1875
O -0.1324 2.6867 -0.5591
H -1.7331 1.2932 6.4128
H -1.0524 2.9233 6.4618
H 0.0071 1.5368 6.2356
H -3.0021 1.0091 4.4257
H -3.1851 1.0829 1.9632
H 0.5005 3.2372 1.7446
H 0.6996 3.1406 4.2197
H -2.1190 4.4421 0.2951
H -3.5175 3.3159 0.2985
H -2.7451 3.7734 -1.2463
I -0.5656 -1.5057 -5.9573
C -0.1875 -0.6490 -4.1265
C 0.5243 0.5084 -3.8722
N 0.5149 0.6861 -2.5489
N -0.1950 -0.2673 -1.9332
C -0.6160 -1.1031 -2.8765
H 1.0291 1.1864 -4.5383
H 0.7762 1.4938 -1.9865
H -1.2094 -1.9654 -2.6199
C 4.9751 0.2497 -0.1621
C 4.5221 -1.0584 -0.2494
C 3.1623 -1.3372 -0.1714
C 2.2395 -0.3081 -0.0197
C 2.7006 1.0054 0.0674
C 4.0615 1.2821 -0.0060
H 6.0354 0.4629 -0.2109
H 5.2282 -1.8710 -0.3687
H 2.8304 -2.3671 -0.2304
H 1.9949 1.8189 0.1940
H 4.4044 2.3069 0.0704

***

50
Properties=species:S:1:pos:R:3 method="wB97M-V/def2-TZVPD" homo_lumo_gap_ev="3.882 / 3.883" charge=-1
Ti -0.1180 0.7746 -0.1727
C 1.6988 0.9731 1.3085
C 2.1727 0.1404 0.2699
C 2.2124 0.8937 -0.9101
H 2.3949 -0.9063 0.3643
C 1.7540 2.1950 -0.6272
C 1.4675 2.2488 0.7558
H 1.1264 3.1130 1.2965
H 1.5400 0.6764 2.3307
H 2.4925 0.5216 -1.8801
H 1.6597 3.0065 -1.3290
C -2.2695 0.8529 0.9139
C -1.5725 2.0059 1.2991
C -1.3533 2.7894 0.1416
H -1.2412 2.2396 2.2968
C -1.8992 2.1090 -0.9590
C -2.4600 0.8999 -0.4791
H -2.9052 0.1214 -1.0719
H -2.5304 0.0299 1.5530
H -0.8482 3.7385 0.1019
H -1.9097 2.4672 -1.9730
O -0.2015 -0.2094 -2.1705
C -0.3171 0.1489 -3.6115
C 0.3728 -1.1740 -3.9787
C 0.4320 1.4117 -3.9380
C -1.7698 0.2041 -4.0184
C 0.2868 -1.5430 -2.5043
H 1.3877 -1.0447 -4.3449
H -0.1807 -1.8106 -4.6631
H -0.4489 -2.2937 -2.2344
H 1.2178 -1.7608 -1.9913
H 0.4180 1.5777 -5.0147
H 1.4678 1.3561 -3.6163
H -0.0277 2.2713 -3.4563
H -1.8671 -0.0735 -5.0677
H -2.1856 1.1998 -3.8946
H -2.3624 -0.4900 -3.4268
O 0.6556 -2.1348 1.7581
B -0.2566 -1.0283 1.5197
O -0.7725 -0.5873 2.8003
C -0.2485 -1.4119 3.6939
C -0.4704 -1.3767 5.0675
C 0.1890 -2.3204 5.8643
C 1.0485 -3.2688 5.2694
C 1.2545 -3.2754 3.8721
C 0.5853 -2.3227 3.0973
H -1.1292 -0.6366 5.5058
H 0.0375 -2.3130 6.9370
H 1.5536 -3.9899 5.8993
H 1.9182 -3.9968 3.4180

***

57
Properties=species:S:1:pos:R:3 method="wB97M-V/def2-TZVPD" homo_lumo_gap_ev=6.992 e_above_lowest_kcal_mol=2.3 charge=+1
Ga -0.1364 0.1887 0.0256
N 2.7445 -2.5420 1.4899
C 3.9402 -2.5920 0.7339
C 4.9397 -3.4746 1.0989
C 6.1192 -3.5358 0.3670
C 6.2941 -2.7170 -0.7323
C 5.2867 -1.8333 -1.1056
C 4.1193 -1.7727 -0.3712
S 2.8613 -0.6171 -0.8734
N 1.5841 -0.9851 0.1908
C 1.6626 -1.8092 1.1775
C 0.4537 -1.9298 2.0274
C 0.3651 -2.7424 3.1453
C -0.8102 -2.7429 3.8833
C -1.8556 -1.9307 3.4878
C -1.6946 -1.1527 2.3513
N -0.5729 -1.1660 1.6433
H 2.7035 -3.1568 2.2813
H 4.8001 -4.1174 1.9612
H 6.8948 -4.2290 0.6612
H 7.2081 -2.7573 -1.3083
H 5.4112 -1.1871 -1.9660
H 1.1850 -3.3715 3.4592
H -0.8973 -3.3746 4.7570
H -2.7826 -1.8926 4.0407
H -2.4839 -0.5047 1.9972
C 4.2570 3.1264 -1.8175
C 3.1364 4.0951 -2.1925
C 1.8732 3.9221 -1.3229
C 0.7908 4.9470 -1.7600
C -0.4715 4.9263 -0.8986
C 2.2336 4.2354 0.1225
O 2.8326 5.2205 0.4544
N 1.7912 3.3312 1.0996
C 1.1179 2.1936 0.8147
O 0.6651 1.4182 1.6867
N 0.9176 1.8124 -0.4568
C 1.3012 2.5354 -1.5521
O 1.1452 2.0639 -2.6688
H 5.0992 3.2497 -2.4975
H 3.9240 2.0889 -1.8834
H 4.6191 3.3117 -0.8042
H 2.8426 3.9423 -3.2302
H 3.4838 5.1205 -2.0744
H 0.5399 4.7299 -2.7986
H 1.2490 5.9355 -1.7211
H -0.9406 3.9391 -0.8832
H -1.2051 5.6268 -1.2949
H -0.2576 5.2275 0.1285
H 1.9576 3.5681 2.0674
Br -2.3220 0.8518 -0.2564
C -0.8920 -0.9807 -2.9075
O 0.0300 -0.3088 -2.0352
H -0.3414 -1.6372 -3.5796
H -1.4698 -0.2592 -3.4823
H -1.5753 -1.5671 -2.2982
H 0.3646 0.5136 -2.4634